# 1
Below is C36H64BBr14N2O10V as an isolated structure, with properties calculated with ωB97M-V with the def2-TZVPD basis set.

Each line ends with the Mulliken spin population.
Positions of all 128 atoms, in Å:
V 1.15276 -0.73677 1.89899  2.2316
C 4.10277 -1.81238 1.55677  0.0103
C 3.90446 -2.77037 2.62003  -0.0012
C 4.91430 -2.39134 3.70918  0.0027
C 4.70888 -3.17545 5.07867  -0.0002
C 3.27614 -2.90122 5.54749  -0.0020
C 2.17885 -3.27903 4.51998  0.0121
N 2.47879 -2.55170 3.20366  -0.0573
O 1.53798 -2.64221 2.22188  -0.0334
C 0.90049 -2.70434 5.06157  0.0116
C 2.04571 -4.81018 4.53769  -0.0030
C 4.22438 -4.15790 2.10601  -0.0042
H 3.98328 -0.77853 1.92212  0.0046
H 3.41155 -1.98719 0.72147  -0.0103
H 5.11132 -1.96923 1.14823  0.0009
H 4.67594 -1.34556 3.91988  -0.0002
H 5.93923 -2.41740 3.32452  0.0000
H 5.37108 -2.79497 5.86547  0.0000
H 4.87610 -4.25386 4.97691  0.0001
H 3.20303 -1.81569 5.70283  0.0019
H 3.04633 -3.39055 6.49632  -0.0002
H 0.82274 -3.09933 6.08116  0.0002
H -0.04695 -2.93924 4.57014  -0.0012
H 1.01612 -1.62787 5.17397  0.0001
H 1.63831 -5.18198 5.49459  0.0000
H 3.03783 -5.24183 4.43496  0.0005
H 1.41471 -5.18999 3.72484  -0.0003
H 3.49645 -4.48792 1.36887  -0.0018
H 4.14008 -4.81176 2.97222  0.0013
H 5.21698 -4.28259 1.68410  0.0003
C 1.20693 3.32112 -0.56173  -0.0049
C 0.45935 2.28077 0.32971  0.0251
C -1.06483 2.20312 0.02555  -0.0134
C -1.34988 1.68815 -1.37634  -0.0004
C -0.70607 0.31709 -1.61601  -0.0055
C 0.78370 0.24807 -1.25922  -0.0331
N 1.00157 0.85396 0.14484  -0.1253
O 2.12553 0.56042 0.79355  -0.0870
C 1.64559 0.93036 -2.32244  -0.0222
C 1.21333 -1.19590 -1.20625  0.0769
C 0.60083 2.72470 1.76977  0.0262
H 1.05390 4.30167 -0.09263  -0.0001
H 0.83502 3.45297 -1.57946  0.0005
H 2.28375 3.12815 -0.53799  -0.0007
H -1.48090 3.21314 0.06926  0.0016
H -1.60486 1.61068 0.78965  0.0061
H -1.05869 2.44565 -2.11627  0.0003
H -2.43559 1.57039 -1.44350  -0.0001
H -0.80623 -0.00204 -2.66916  0.0002
H -1.23524 -0.44989 -1.04042  0.0011
H 1.64323 0.17909 -3.14346  0.0027
H 2.69564 1.12348 -2.11236  0.0009
H 1.14253 1.78586 -2.75059  0.0012
H 0.69805 -1.79554 -0.44380  -0.0604
H 2.29872 -1.31722 -1.18694  0.0133
H 0.88571 -1.61285 -2.17157  0.0142
H 0.04780 2.01521 2.39477  -0.0083
H 0.04534 3.66576 1.85128  0.0035
H 1.60232 2.87115 2.16052  0.0019
O -0.91026 -1.29218 1.16225  -0.0254
C -1.76504 -1.13601 2.00465  0.0353
O -3.00326 -1.47758 1.94129  0.0021
B -3.65115 -1.11682 3.36195  -0.0032
O -2.42441 -0.55962 4.12957  0.0033
C -1.43494 -0.55984 3.32788  -0.0011
O -0.29565 -0.09772 3.53250  0.0120
O -4.26993 -2.29010 3.88466  0.0006
C -5.58697 -2.12515 3.87718  0.0003
O -6.42950 -3.00137 4.14714  0.0000
C -5.88003 -0.70267 3.38283  -0.0002
O -4.67463 -0.12678 3.19755  0.0001
O -6.92522 -0.17802 3.17224  0.0000
Br -2.53565 7.89151 1.10414  0.0000
C -2.76239 5.99373 0.62848  0.0001
C -4.16954 5.59553 0.74442  0.0000
Br -4.59703 4.07912 -0.35544  0.0000
H -2.11668 5.38828 1.26154  0.0000
H -2.42424 5.92726 -0.40523  0.0000
H -4.88421 6.38145 0.53299  0.0000
H -4.35427 5.21847 1.74259  0.0000
Br 2.74328 5.55987 2.18622  0.0000
C 1.59062 7.04816 1.84156  0.0000
C 0.54493 7.17414 2.80767  0.0000
Br 1.12846 7.64630 4.58854  0.0000
H 1.12930 6.90293 0.87332  0.0001
H 2.23708 7.91096 1.82575  0.0000
H -0.01152 6.23553 2.85360  0.0001
H -0.15060 7.97273 2.56867  0.0000
Br -4.40937 -0.42789 -0.84593  -0.0003
C -6.05189 0.64363 -0.44368  0.0000
C -7.27160 -0.14730 -0.60723  0.0000
Br -8.89986 0.90196 -0.51411  0.0000
H -5.96246 1.44226 -1.16538  0.0000
H -5.87252 1.03465 0.55499  0.0000
H -7.35983 -0.94777 0.12821  0.0000
H -7.25951 -0.57686 -1.61096  0.0000
Br -1.74234 -3.47986 -1.73666  -0.0009
C -2.68909 -2.81852 -3.32326  0.0001
C -4.08599 -3.30679 -3.31883  0.0000
Br -5.11590 -2.88247 -4.88209  0.0000
H -2.18590 -3.23398 -4.19444  0.0000
H -2.51946 -1.75262 -3.25104  0.0000
H -4.67176 -2.91582 -2.49328  0.0000
H -4.09129 -4.39563 -3.26590  0.0000
Br 4.32475 -1.21555 -8.23207  0.0000
C 2.46198 -1.42307 -7.60072  0.0000
C 2.39353 -1.04497 -6.14459  0.0000
Br 0.56263 -1.22332 -5.48206  0.0001
H 2.19123 -2.46414 -7.74397  0.0000
H 1.86333 -0.75829 -8.20836  0.0000
H 2.58970 -0.00182 -5.95309  0.0000
H 3.01156 -1.66654 -5.49837  0.0001
Br 0.82227 6.86632 -5.83288  0.0000
C 0.94485 4.98986 -6.40342  0.0000
C 1.25246 4.05942 -5.28582  0.0000
Br 1.09105 2.20220 -5.83318  0.0000
H 1.62900 5.00230 -7.24263  0.0000
H -0.05462 4.70548 -6.71021  0.0000
H 0.46982 4.10534 -4.53316  0.0000
H 2.21594 4.13052 -4.77432  0.0000
Br 1.75502 -4.97411 -0.98398  -0.0003
C 1.01413 -5.52297 -2.71234  0.0000
C 1.48461 -4.53113 -3.76758  0.0000
Br 0.85730 -5.15402 -5.48854  0.0000
H -0.06998 -5.52321 -2.56511  0.0000
H 1.36730 -6.52650 -2.90123  0.0000
H 2.56829 -4.42909 -3.83362  0.0000
H 1.01986 -3.57092 -3.56295  -0.0001

Atoms 1-6, force components in eV/Å:
-0.3 -0.4 -0.6
0.0 1.4 -2.1
-0.2 -0.7 1.8
-0.7 -0.3 1.8
-0.3 0.6 -0.9
0.1 0.6 -0.8

Output
Energy in hartree: -39277.29279
2S+1: 3


# 2
Below is a 3-piece molecular cluster, C36H64BrIN4O4P overall, with properties calculated with ωB97M-V with the def2-TZVPD basis set.

Each line ends with the Mulliken charge.
Positions of all 111 atoms, in Å:
C -1.50809 -0.20150 5.75573  -1.3166
C -1.57715 -0.41068 4.19642  -0.1460
C -1.24386 0.89549 3.35864  -0.4958
C 0.20713 0.80749 2.67793  -1.1669
C 0.03955 0.77862 1.08136  0.3432
N 1.08489 -0.15363 0.52689  0.4161
C 0.43705 -1.53392 0.60109  -1.0348
C -0.35641 -1.93122 -0.71192  0.4905
C -1.78627 -2.50164 -0.24398  -1.3741
C -1.69927 -3.77258 0.69621  -0.1535
C -2.27068 -5.05830 -0.05735  -0.8265
I -3.13017 -3.40344 2.33616  0.0647
P 0.44870 -3.27786 -1.78171  0.1295
O 0.81953 -4.60818 -0.82179  -0.5005
Br -1.14266 -4.05537 -3.22686  -0.3061
O -0.67359 -0.82878 -1.54571  0.3067
C 0.40028 0.05161 -1.87486  -0.8426
N 0.83644 -0.32813 -3.24674  -0.1756
C -0.34615 1.47613 -2.13369  -0.8067
C -1.83457 1.17190 -2.56540  0.3339
C -2.87145 1.39019 -1.54065  -0.1838
C -4.28092 1.17802 -1.79208  -0.9738
C -4.65085 0.68689 -3.12469  -0.4331
C -3.64921 0.46063 -4.16744  -0.9651
C -2.23037 0.72697 -3.88525  -0.1514
C 1.60448 0.13135 -0.83607  1.2031
C 2.19959 1.60990 -1.02659  -1.6289
C 2.87364 -0.75817 -1.24286  -1.5864
C 3.57436 -1.54260 -0.10306  0.2264
C 3.62111 -3.02225 -0.21718  -0.7551
C 4.26242 -3.88990 0.73354  -0.8228
C 4.93703 -3.34861 1.92759  -0.5821
C 4.92193 -1.90893 2.08110  -0.8856
C 4.24899 -1.01451 1.07747  1.3948
C 4.33209 0.52893 1.31557  -0.8337
H -2.00022 -1.09979 6.22469  0.3506
H -0.45476 -0.19951 6.14906  0.2702
H -2.02820 0.74032 6.07091  0.3607
H -0.90127 -1.27527 3.95058  0.1616
H -2.61569 -0.73813 3.92227  0.1450
H -1.33266 1.79565 4.02394  0.4869
H -2.05107 1.02341 2.58024  0.2636
H 0.73554 1.74625 2.97128  0.5377
H 0.66512 -0.13211 3.07532  0.4320
H -0.99617 0.43054 0.82091  -0.3742
H 0.12133 1.84694 0.79295  0.4158
H 1.81001 -0.18305 1.26681  0.4407
H -0.30053 -1.58892 1.45061  0.2415
H 1.18116 -2.34614 0.80890  0.1976
H -2.49401 -2.60873 -1.10694  0.6538
H -2.22054 -1.66482 0.38086  0.4204
H -0.70666 -3.94708 1.16946  0.3922
H -3.03205 -5.57860 0.58798  0.4075
H -1.45290 -5.80167 -0.22191  0.1963
H -2.82096 -4.78376 -0.99228  0.2235
H 1.51491 -5.14227 -1.24511  0.3682
H 0.05815 -0.71673 -3.77388  0.4318
H 1.29082 0.44978 -3.71844  0.3795
H 0.15598 2.08272 -2.92210  0.4813
H -0.43756 2.10720 -1.22052  0.3786
H -2.52826 1.75915 -0.53863  0.2551
H -5.03054 1.38560 -0.99617  0.4009
H -5.74142 0.51979 -3.29358  0.3734
H -3.97979 0.08687 -5.16231  0.5169
H -1.45697 0.55754 -4.66333  0.4599
H 1.60209 2.42087 -0.56261  0.2410
H 2.32280 1.71771 -2.14015  0.5117
H 3.24260 1.69836 -0.63357  0.5524
H 3.67052 -0.13462 -1.74094  0.5032
H 2.62094 -1.52466 -2.02871  0.6992
H 3.15837 -3.48934 -1.11936  0.5777
H 4.27039 -4.98766 0.55538  0.3575
H 5.46689 -3.98265 2.66898  0.4173
H 5.45523 -1.47651 2.96273  0.3259
H 4.98273 1.03245 0.54106  0.3249
H 3.36203 1.08538 1.31163  0.2470
H 4.83026 0.73105 2.30248  0.0084
C 6.20959 0.95862 8.16677  -1.4173
C 5.98256 -0.26975 7.29037  0.3293
C 6.42750 -0.07750 5.82871  -0.8049
O 5.54363 0.71205 5.04065  -0.1629
C 5.70066 2.11127 5.21892  -0.8169
N 4.57039 -0.66164 7.37818  -0.7244
H 5.46311 1.73676 8.00228  0.2853
H 6.15130 0.68377 9.22162  0.3576
H 7.19843 1.38907 7.99092  0.3423
H 6.58745 -1.08024 7.70867  0.4427
H 6.44373 -1.06230 5.35118  0.3142
H 7.45064 0.31329 5.76795  0.4343
H 6.74218 2.38841 5.39945  0.3416
H 5.06649 2.46188 6.03570  0.2588
H 5.36177 2.60748 4.30733  0.2440
H 4.44294 -1.54130 6.88230  0.2656
H 4.03515 0.00718 6.82634  0.3121
C -7.38001 4.41490 -6.54539  -1.5361
C -6.56221 3.19932 -6.11841  0.5163
C -5.50913 2.76321 -7.13603  -0.3791
O -6.02210 2.07103 -8.26386  -0.4368
C -6.55893 2.90544 -9.27717  -0.6240
N -7.47461 2.09846 -5.80099  -0.7020
H -8.14455 4.16942 -7.28342  0.2918
H -7.89843 4.84105 -5.68394  0.3707
H -6.73700 5.19336 -6.96338  0.3505
H -6.02805 3.47750 -5.20357  0.3695
H -4.84439 2.05317 -6.63402  -0.0005
H -4.87984 3.60343 -7.45702  0.4488
H -6.00998 3.84669 -9.36779  0.2919
H -7.61700 3.09906 -9.08727  0.2265
H -6.48972 2.37043 -10.22524  0.2739
H -6.92696 1.33137 -5.41710  0.2079
H -7.82780 1.72564 -6.68108  0.3328

Atoms 1-6, force components in eV/Å:
0.0 -0.6 -0.2
-0.4 0.4 0.4
0.0 -0.5 0.1
-1.8 0.5 -0.3
-0.9 1.0 2.1
-1.1 -0.9 0.7

Output
Energy in hartree: -5142.78337
2S+1: 1
Net charge: +1